Computed, not measured: C34H37GaN5OPS2 as an isolated structure, with ωB97M-V/def2-TZVPD.

Frontier orbital gap ... 8.2493 eV
Total charge ... +2
E_LUMO ... -0.21831 Ha
Largest force on an atom ... 0.3 eV/Å

The geometry in XYZ format:
```
81
Properties=species:S:1:pos:R:3:forces:R:3
Ga 0.725524 -0.230949 -0.410703 -0.2 -0.1 0.1
C -2.130785 -2.303499 3.762496 0.0 0.0 0.0
C -1.114986 -2.437842 2.681938 0.0 0.0 0.0
C -0.275403 -3.472665 2.324801 0.0 0.0 0.1
C 0.441658 -3.034645 1.210207 0.0 -0.1 -0.1
N 0.058845 -1.788152 0.875688 0.0 -0.1 0.2
N -0.869236 -1.451181 1.812640 0.0 -0.1 -0.1
C 1.474211 -3.856353 0.509805 0.0 0.0 0.0
H -2.207493 -3.234243 4.318799 0.0 0.0 0.0
H -3.112943 -2.071561 3.347106 0.0 0.0 0.0
H -1.855423 -1.510613 4.459308 0.0 0.0 0.0
H -0.190110 -4.432200 2.808247 0.0 0.0 0.0
H -1.392092 -0.596716 1.752163 0.0 0.3 -0.1
H 1.454650 -4.860216 0.927541 0.0 0.0 0.0
H 2.481275 -3.465658 0.663941 0.0 0.0 0.0
H 1.284283 -3.944386 -0.558026 0.0 0.0 0.0
N 6.240178 -2.734599 -1.799939 -0.2 0.0 0.0
C 5.129758 -2.644337 -2.081898 0.2 0.0 0.0
C 3.734145 -2.475284 -2.381490 0.1 0.0 0.0
C 3.149106 -2.948857 -3.552603 0.0 0.0 0.0
C 1.798711 -2.715716 -3.758108 0.0 0.0 0.0
C 1.081384 -2.027388 -2.799557 0.0 0.0 0.0
N 1.644277 -1.593348 -1.659913 0.0 0.0 -0.2
C 2.948293 -1.801219 -1.463374 0.0 0.0 0.0
H 3.744524 -3.476660 -4.286149 0.0 0.0 0.0
H 1.304063 -3.052709 -4.658081 0.0 0.0 0.0
H 0.030638 -1.808580 -2.943066 0.0 0.0 0.0
H 3.380166 -1.426648 -0.544437 0.0 0.0 0.0
C 2.147706 1.473444 4.014417 0.0 0.1 0.0
C 2.779286 2.003742 2.736583 0.2 0.0 0.1
S 3.247054 0.680706 1.630381 0.0 -0.2 0.0
O 1.897312 0.184637 1.039873 0.1 0.1 0.1
C 4.171559 1.613948 0.395548 -0.1 0.0 0.0
C 5.645215 1.620597 0.785025 0.0 0.0 0.1
H 2.004387 2.302804 4.706751 0.0 0.0 0.0
H 2.784028 0.735916 4.504162 0.0 0.0 0.0
H 1.175470 1.020906 3.824121 0.0 0.0 0.0
H 3.735447 2.497401 2.942242 -0.1 0.0 0.0
H 2.142622 2.686519 2.168255 0.0 0.0 0.0
H 3.741201 2.611403 0.320374 0.0 0.0 0.0
H 3.992001 1.097493 -0.546943 0.1 0.0 0.0
H 5.804353 2.003737 1.794685 0.0 0.0 0.0
H 6.180980 2.278607 0.102746 0.0 0.0 0.0
H 6.086708 0.626484 0.722257 0.0 0.0 0.0
C -2.506425 3.551032 2.864836 0.0 0.0 0.0
C -1.371051 2.755042 2.911242 0.0 0.0 0.0
C -1.075390 1.912960 1.849074 0.1 0.0 0.1
C -1.922980 1.847695 0.745721 0.0 0.1 0.0
C -3.047369 2.677007 0.689413 0.0 0.0 0.1
C -3.335488 3.519885 1.749751 0.0 0.0 0.0
P -1.555294 0.724690 -0.607929 0.0 -0.3 -0.2
C -1.806769 1.621957 -2.148692 0.0 -0.1 0.0
C -2.201776 0.912693 -3.283461 0.0 0.0 -0.1
C -2.323933 1.567411 -4.498606 0.0 0.0 0.0
C -2.057482 2.927472 -4.583964 0.0 0.0 0.0
C -1.679161 3.636677 -3.451742 0.0 0.0 0.0
C -1.550025 2.989249 -2.233277 0.0 0.0 0.0
C -2.771729 -0.622102 -0.646262 -0.1 0.1 0.1
C -4.109897 -0.370760 -0.335635 0.0 0.0 0.0
C -5.054826 -1.377139 -0.456752 0.0 0.0 0.0
C -4.679463 -2.639997 -0.897679 0.0 0.0 0.0
C -3.353367 -2.898753 -1.211882 0.0 0.0 0.0
C -2.405897 -1.894122 -1.080429 0.0 -0.1 0.0
H -2.736726 4.214010 3.688816 0.0 0.0 0.0
H -0.706494 2.804798 3.764125 0.0 0.0 0.0
H -0.151875 1.341222 1.867593 -0.1 0.0 0.0
H -3.681918 2.686295 -0.187818 0.0 0.0 0.0
H -4.204407 4.162701 1.700134 0.0 0.0 0.0
H -2.437497 -0.143869 -3.224887 0.0 0.0 0.0
H -2.641931 1.017535 -5.374573 0.0 0.0 0.0
H -2.157203 3.438267 -5.533243 0.0 0.0 0.0
H -1.485954 4.699631 -3.513987 0.0 0.0 0.0
H -1.247054 3.553169 -1.361779 0.0 0.0 0.0
H -4.425477 0.606280 0.004614 0.0 0.0 0.0
H -6.088555 -1.173051 -0.210155 0.0 0.0 0.0
H -5.421863 -3.421618 -0.992812 0.0 0.0 0.0
H -3.054090 -3.881462 -1.552993 0.0 0.0 0.0
H -1.373250 -2.127824 -1.300640 0.1 0.0 0.0
S 1.622576 1.342499 -1.945759 0.0 0.2 -0.1
C 1.340808 2.600881 -0.860127 0.1 0.0 0.1
N 1.166684 3.397519 -0.038051 0.0 -0.1 -0.2
```
Forces are in eV/Å.

=====

Computed, not measured: a 6-piece molecular cluster, CH12O6 overall, with ωB97M-V/def2-TZVPD.

Frontier orbital gap ... 10.5884 eV
E_LUMO ... 0.01646 Ha
SMILES string ... C=O.O.O.O.O.O
Largest force on an atom ... 1.3 eV/Å

The geometry in XYZ format:
```
19
Properties=species:S:1:pos:R:3:forces:R:3
C 1.784836 1.677549 -0.291015 0.2 -0.8 -0.2
O 2.011098 0.490039 -0.314664 0.3 0.3 0.0
H 1.615097 2.182073 0.680598 0.0 0.2 -0.4
H 1.730030 2.232526 -1.246546 0.1 0.2 0.5
O 0.109605 -0.762905 -2.687412 -0.5 -0.3 -0.7
H 0.995228 -0.419811 -2.565621 0.2 0.3 0.1
H -0.473650 -0.181606 -2.180790 0.2 0.8 -0.4
O -0.856505 -1.987888 2.559587 0.2 -0.3 -0.4
H -0.026215 -2.211638 2.117312 0.2 0.1 0.3
H -1.456847 -2.376544 1.913327 -0.4 0.1 0.1
O -0.622231 1.355588 -0.888063 -0.2 0.1 -0.9
H -0.723576 1.147973 0.063790 -0.4 -0.2 0.2
H -1.469357 1.597253 -1.279750 0.0 0.1 0.5
O -0.024837 -1.467651 -0.195729 -0.1 -0.6 1.1
H -0.093563 -1.142104 -1.101837 0.2 -0.6 0.1
H 0.925749 -1.541338 -0.074877 0.1 0.1 0.0
O -0.887321 0.774395 1.755274 -0.4 0.0 -0.1
H -0.687051 -0.174912 1.871493 -0.1 0.1 0.0
H -1.850490 0.809003 1.864921 0.4 0.0 0.1
```
Forces are in eV/Å.

=====

Computed, not measured: one molecule with the formula C16H27OP, with ωB97M-V/def2-TZVPD.

Frontier orbital gap ... 9.2785 eV
E_LUMO ... 0.03274 Ha
SMILES string ... Cc1ccc(C(C)C)c(OCPCCC(C)C)c1
Largest force on an atom ... 0.5 eV/Å

The geometry in XYZ format:
```
45
Properties=species:S:1:pos:R:3:forces:R:3
C 0.212388 3.093152 1.381522 0.0 -0.2 0.1
C 0.978230 1.984150 0.713175 0.1 0.1 0.0
C 1.690860 2.194932 -0.457194 -0.2 0.2 0.2
C 2.388166 1.160480 -1.048191 0.1 0.0 -0.1
C 2.421624 -0.128836 -0.527876 -0.1 -0.2 0.1
C 3.206665 -1.216373 -1.258632 0.3 -0.1 -0.1
C 3.781905 -2.324423 -0.362226 -0.2 0.1 0.1
C 4.364513 -0.605517 -2.069203 -0.1 0.2 0.3
C 1.662328 -0.332606 0.635690 0.1 -0.2 -0.2
O 1.595665 -1.594190 1.171246 0.0 -0.2 -0.2
C 0.337729 -2.020836 1.671910 0.1 -0.1 0.1
P -1.034204 -2.048253 0.400758 -0.1 -0.4 -0.1
C -2.300843 -1.115689 1.352580 -0.2 0.4 -0.2
C -3.596581 -0.868474 0.552279 0.1 0.2 0.5
C -3.766276 0.556089 0.008333 -0.2 -0.1 -0.5
C -2.510568 1.079958 -0.684263 -0.1 0.1 0.1
C -4.929820 0.566318 -0.996141 0.0 0.0 0.2
C 0.976904 0.703663 1.244329 -0.1 0.3 0.1
H -0.835002 3.076654 1.072471 0.0 0.1 -0.1
H 0.634834 4.066745 1.140341 0.0 0.0 0.0
H 0.224589 2.971959 2.465546 0.0 0.0 0.0
H 1.706287 3.182240 -0.903677 0.0 0.0 0.0
H 2.925438 1.383353 -1.959005 0.0 -0.1 0.0
H 2.540774 -1.691493 -1.988435 -0.1 0.0 0.1
H 4.195564 -1.908042 0.557098 0.1 0.0 0.0
H 4.563977 -2.865880 -0.894591 0.0 0.0 0.0
H 3.019676 -3.036445 -0.059761 0.0 0.0 0.0
H 4.018809 -0.058479 -2.944801 0.0 -0.1 -0.1
H 5.049185 -1.391148 -2.381928 0.0 0.0 -0.2
H 4.922950 0.099559 -1.447762 0.1 -0.1 0.0
H 0.488768 -3.053406 1.986883 0.1 0.1 0.1
H 0.040527 -1.454669 2.560688 0.0 0.0 0.0
H -0.568676 -0.999994 -0.415068 0.1 0.1 0.1
H -2.513966 -1.700849 2.248801 0.0 -0.1 0.0
H -1.891062 -0.157196 1.683167 0.0 -0.1 0.1
H -4.433135 -1.056541 1.229856 -0.1 -0.1 -0.2
H -3.679823 -1.570405 -0.282666 0.0 -0.1 0.0
H -4.051640 1.223221 0.827307 0.2 0.0 0.1
H -1.673993 1.231134 -0.000477 0.0 -0.1 0.0
H -2.201260 0.375192 -1.459782 0.1 0.0 0.0
H -2.712721 2.037334 -1.168166 0.0 0.0 0.0
H -5.726294 -0.108297 -0.676482 0.0 0.0 0.0
H -4.583130 0.238567 -1.977998 0.0 0.0 0.0
H -5.361381 1.562476 -1.096961 0.1 0.0 -0.1
H 0.422019 0.520866 2.157309 0.0 0.0 0.0
```
Forces are in eV/Å.

=====

Computed, not measured: C25H46NOPW as an isolated structure, with ωB97M-V/def2-TZVPD.

<S²> ... 2.022
Frontier orbital gap (spin up / spin down) ... 7.0529 / 6.9990 eV
Total charge ... +4
E_LUMO (spin up / spin down) ... -0.55855 / -0.56139 Ha
Largest force on an atom ... 0.8 eV/Å
Spin multiplicity ... 3

The geometry in XYZ format:
```
75
Properties=species:S:1:pos:R:3:forces:R:3
W -0.144484 0.249369 -0.608441 0.1 -0.2 0.2
C -2.541511 3.597589 1.005346 0.0 0.0 0.0
C -1.348242 2.889610 1.632326 0.0 -0.2 0.1
C -0.023889 3.629693 1.401878 0.0 0.0 -0.1
C -1.247939 1.418630 1.296515 -0.1 0.1 -0.1
C -2.190108 0.739586 0.468506 -0.3 0.1 0.0
C -2.202708 -0.663091 0.337701 -0.1 -0.1 -0.1
C -1.185482 -1.461475 0.904638 0.0 0.0 -0.2
C -1.207578 -2.952573 0.860294 0.0 0.1 0.1
C -0.142242 -0.762249 1.576976 0.0 -0.1 0.1
C -0.216573 0.616239 1.835665 0.1 0.0 0.0
H -2.590607 4.614033 1.392448 0.0 0.0 0.0
H -3.492660 3.125636 1.255191 0.0 0.0 0.0
H -2.451867 3.679032 -0.080363 0.0 0.0 0.0
H -1.514704 2.844789 2.721152 0.0 0.1 0.0
H 0.297477 3.557880 0.356413 0.0 0.0 0.0
H 0.780615 3.280409 2.049882 0.0 0.0 0.0
H -0.164802 4.687082 1.618503 0.0 0.0 0.0
H -2.969347 1.320040 -0.012365 0.0 0.0 0.0
H -2.997981 -1.136058 -0.226838 0.0 0.0 0.0
H -1.668106 -3.279188 1.801994 0.0 0.0 0.0
H -0.207673 -3.384038 0.828249 0.0 0.0 0.0
H -1.819555 -3.339647 0.050016 0.0 0.0 0.0
H 0.691093 -1.336707 1.970375 0.0 0.0 0.0
H 0.565823 1.083502 2.424529 0.0 0.0 0.0
O 1.544271 1.034256 -0.767191 0.7 0.3 0.0
C 2.859077 1.248227 -0.486095 -0.3 0.1 -0.1
C 3.561328 0.284647 0.405294 0.0 0.0 0.0
C 5.004541 -0.119215 -0.036687 0.0 0.0 0.1
C 5.352749 0.237102 -1.480177 0.0 0.0 0.0
C 5.709216 1.713764 -1.672060 0.1 0.0 0.0
C 4.841885 2.642803 -0.836667 -0.3 0.0 0.0
N 3.386701 2.289739 -1.011066 0.2 -0.1 0.1
H 2.927022 -0.601188 0.478248 0.0 0.0 0.0
H 3.569287 0.745227 1.402555 0.1 0.0 0.0
H 5.076344 -1.195665 0.109702 0.0 0.0 0.0
H 5.724609 0.322656 0.651716 0.0 0.0 0.0
H 4.526694 -0.048169 -2.146193 0.0 0.0 0.0
H 6.195873 -0.373486 -1.800257 0.0 0.0 0.0
H 5.655654 1.990915 -2.725149 0.0 0.0 0.0
H 6.738545 1.896281 -1.356324 0.0 0.0 0.0
H 4.927849 3.688970 -1.119794 0.1 0.0 0.0
H 5.039583 2.567722 0.232240 0.1 0.0 0.0
H 2.813881 2.890649 -1.596618 0.0 0.0 0.0
C -2.346791 -2.361783 -2.817523 0.1 -0.1 0.0
C -2.351409 -0.975941 -3.468555 -0.2 0.0 -0.2
C -2.608830 -1.131516 -4.983463 0.0 0.0 0.1
P -0.849235 -0.017529 -3.053947 -0.2 0.0 0.3
C -0.820683 1.751651 -3.586198 0.0 0.1 -0.2
C -1.634788 2.095725 -4.840544 0.1 -0.1 0.0
C -1.253747 2.634627 -2.419335 0.0 0.0 0.2
C 0.756077 -0.812008 -3.478342 0.1 0.0 -0.1
C 0.811451 -1.461974 -4.868315 0.0 0.0 0.1
C 1.127332 -1.808192 -2.377574 0.0 0.0 0.2
H -3.367046 -2.745406 -2.788581 0.0 0.0 0.0
H -1.952529 -2.376666 -1.801028 0.0 0.0 0.0
H -1.758158 -3.063109 -3.409845 0.0 0.0 0.0
H -3.152805 -0.354788 -3.044868 0.0 0.0 0.0
H -1.916922 -1.845537 -5.423991 0.0 0.0 0.0
H -2.568351 -0.204316 -5.542354 0.0 0.0 0.0
H -3.614961 -1.537393 -5.095928 0.0 0.0 0.0
H 0.239531 1.931880 -3.798018 0.0 0.0 0.0
H -2.693592 1.875204 -4.706881 0.0 0.0 0.0
H -1.267778 1.583571 -5.727750 0.0 0.0 0.0
H -1.540202 3.167253 -5.022060 0.0 0.0 0.0
H -2.307255 2.492959 -2.172029 0.0 0.0 0.0
H -1.100122 3.689911 -2.654590 -0.1 0.0 -0.1
H -0.662450 2.486747 -1.484241 0.0 -0.1 0.0
H 1.467266 0.022418 -3.453103 0.0 0.0 0.0
H 0.238137 -2.388303 -4.890602 0.0 0.0 0.0
H 1.848376 -1.702145 -5.106279 0.0 0.0 0.0
H 0.439154 -0.800826 -5.650473 0.0 0.0 0.0
H 0.482502 -2.686161 -2.362034 0.0 0.0 0.0
H 1.085499 -1.401529 -1.318207 0.0 0.0 0.0
H 2.168472 -2.128850 -2.454608 0.0 0.0 -0.1
```
Forces are in eV/Å.

=====

Computed, not measured: C13H15CoPSe2 as an isolated structure, with ωB97M-V/def2-TZVPD.

<S²> ... 3.775
Frontier orbital gap (spin up / spin down) ... 7.7331 / 6.9349 eV
E_LUMO (spin up / spin down) ... 0.01235 / -0.04243 Ha
Largest force on an atom ... 3.4 eV/Å
Spin multiplicity ... 4

The geometry in XYZ format:
```
32
Properties=species:S:1:pos:R:3:forces:R:3
Co 0.635744 -2.191647 -1.907675 0.4 -0.6 -2.2
C -0.061815 -3.889595 -2.436561 0.0 -1.8 0.3
H 0.498994 -4.713131 -1.885672 -1.0 1.0 -0.6
H -1.145145 -3.796696 -2.140925 1.1 -0.6 -0.9
H 0.273560 -3.930313 -3.488422 -0.8 0.0 0.1
H 2.008581 -1.436693 -2.266155 0.6 -0.2 -1.5
H 1.434647 -1.286500 -2.962890 2.0 -0.2 1.0
Se 0.326467 -2.660551 0.187034 -0.3 0.1 2.6
P 0.041610 -0.572015 -0.528366 -0.8 1.7 2.8
Se -0.213745 -0.045857 -2.649279 -1.1 1.0 -0.3
C 1.307043 0.425727 0.414585 0.3 -0.4 -0.7
C 1.067940 1.055093 1.634323 -0.5 0.5 0.8
C 2.046719 1.874583 2.233616 0.2 -0.7 -1.0
C 3.299730 2.006560 1.605883 -0.3 0.0 0.2
C 3.574275 1.307718 0.424990 -0.6 -0.2 0.2
C 2.574099 0.502215 -0.151924 0.7 0.5 -0.1
C -1.486793 0.148893 0.208135 -0.1 -0.8 -0.5
C -2.375933 -0.527453 1.050906 -0.5 1.5 0.2
C -3.514769 0.183130 1.520393 0.4 -0.6 -0.1
C -3.768847 1.485461 1.087113 0.1 -0.1 0.0
C -2.905086 2.098728 0.183239 0.9 0.3 -0.5
C -1.738569 1.436669 -0.255191 -1.7 0.3 0.9
H 0.095750 0.928820 2.151720 0.7 0.2 -0.5
H 1.839542 2.398521 3.161976 0.0 -0.1 -0.1
H 4.058090 2.657817 2.056785 -0.3 -0.3 -0.2
H 4.555307 1.393336 -0.040401 -0.3 -0.1 0.1
H 2.781029 -0.055655 -1.072595 0.0 0.4 0.4
H -2.184853 -1.540386 1.367647 0.1 -0.1 0.0
H -4.203061 -0.296348 2.233948 0.4 0.2 -0.5
H -4.641999 2.033590 1.443552 0.2 -0.3 -0.1
H -3.093713 3.120635 -0.198386 0.0 -0.7 0.4
H -1.084800 1.885342 -0.981403 0.1 0.2 0.0
```
Forces are in eV/Å.

=====

Computed, not measured: C4H10N2O as an isolated structure, with ωB97M-V/def2-TZVPD.

Frontier orbital gap ... 8.8027 eV
E_LUMO ... 0.03906 Ha
Largest force on an atom ... 7.0 eV/Å

The geometry in XYZ format:
```
17
Properties=species:S:1:pos:R:3:forces:R:3
C 0.351812 0.412347 -0.708135 1.5 6.4 0.2
C 0.473372 2.255506 -0.214490 0.7 -2.3 -1.6
N 0.275549 -0.014213 0.605606 -3.3 -6.1 0.9
N -0.778384 0.346285 -1.529254 0.3 -1.5 1.0
C -0.079203 -1.770864 0.410389 0.8 2.0 1.0
C -1.091294 -2.415471 0.979783 0.1 1.0 -0.2
O 1.498966 0.068706 1.272683 0.3 -0.2 -0.4
H 1.242899 -0.067508 2.197180 0.0 0.2 -0.3
H 1.286197 0.196240 -1.224477 0.0 -0.2 -0.1
H -1.649318 0.464827 -1.027683 0.0 0.2 -0.9
H -0.620788 0.459605 -2.519520 -0.6 0.1 0.5
H 0.709900 -2.305021 -0.117513 0.1 0.4 0.0
H 0.772682 2.692145 -1.167546 -0.2 0.4 0.1
H -0.520960 2.571308 0.096280 0.0 -0.3 -0.1
H 1.219075 2.469834 0.547182 0.0 -0.2 0.0
H -1.884389 -1.866470 1.485150 0.2 -0.1 0.1
H -1.206117 -3.497254 0.914364 0.1 0.3 -0.1
```
Forces are in eV/Å.